(1)
{"formula": "C29H32AlN2OSe2", "method": "the ωB97M-V functional and the def2-TZVPD basis", "de_lowest_kcal_mol": 2.2, "mol_weight_g_mol": 609.49, "charge": 3, "lumo_energy_ev": -9.50, "species": ["Al", "C", "C", "C", "C", "C", "C", "C", "C", "C", "H", "H", "H", "H", "H", "H", "H", "H", "H", "H", "H", "H", "Se", "Se", "C", "C", "C", "C", "C", "N", "C", "C", "C", "C", "C", "N", "H", "H", "H", "H", "H", "H", "H", "H", "C", "C", "C", "C", "C", "C", "C", "O", "C", "C", "C", "H", "H", "H", "H", "H", "H", "H", "H", "H", "H", "H", "H"], "coordinates": [[0.30884, -1.11426, 0.58362], [1.45589, 2.39345, 0.57944], [2.16988, 1.10562, 0.87665], [3.38029, 0.84258, 0.26004], [4.19997, -0.20874, 0.68244], [5.53690, -0.43063, 0.04678], [3.79708, -0.98731, 1.77166], [2.60016, -0.75322, 2.42535], [2.30898, -1.43823, 3.72482], [1.71418, 0.22089, 1.89560], [0.39837, 2.36845, 0.82897], [1.58258, 2.69415, -0.46083], [1.90763, 3.18071, 1.18816], [3.73531, 1.50853, -0.51909], [6.28502, 0.18664, 0.55117], [5.53595, -0.13886, -1.00278], [5.86180, -1.46619, 0.13688], [4.47236, -1.74255, 2.15890], [2.57663, -2.49791, 3.71459], [1.27566, -1.31927, 4.05159], [2.94206, -0.98773, 4.49428], [0.89403, 0.56543, 2.52694], [2.12039, -4.06475, 0.87037], [0.30158, -3.20714, 2.08187], [-1.06566, -3.51156, 0.76905], [-1.88556, -4.60777, 0.65531], [-2.81773, -4.58970, -0.38168], [-2.88043, -3.49432, -1.23060], [-2.01660, -2.43088, -1.03107], [-1.11554, -2.43914, -0.04078], [2.29170, -2.83079, -0.59650], [3.21886, -3.22800, -1.55014], [3.42911, -2.42688, -2.65766], [2.70503, -1.24565, -2.79797], [1.81095, -0.90890, -1.81519], [1.59957, -1.68450, -0.72231], [-1.81084, -5.44259, 1.33833], [-3.49022, -5.42699, -0.51799], [-3.59525, -3.45873, -2.04078], [-2.03887, -1.55381, -1.66433], [3.76063, -4.15854, -1.43283], [4.14446, -2.72705, -3.41293], [2.83284, -0.60236, -3.65689], [1.22611, 0.00055, -1.87129], [-4.78083, 4.99253, -1.78091], [-3.98846, 3.91438, -1.13049], [-2.95536, 3.26509, -1.83177], [-2.21455, 2.26435, -1.26481], [-1.12372, 1.62982, -2.07541], [-2.51036, 1.87201, 0.08964], [-1.81537, 0.90359, 0.78829], [-0.79672, 0.21998, 0.37857], [-3.58097, 2.52781, 0.81164], [-3.94962, 2.17216, 2.22614], [-4.28080, 3.52543, 0.18248], [-4.32134, 5.34782, -2.69932], [-4.93017, 5.82919, -1.09782], [-5.77614, 4.60579, -2.02207], [-2.74407, 3.57447, -2.84743], [-1.09934, 2.06273, -3.07230], [-1.26868, 0.55199, -2.17484], [-0.15440, 1.79727, -1.60192], [-2.12661, 0.70032, 1.81021], [-4.23178, 1.12288, 2.32745], [-4.80209, 2.76626, 2.54390], [-3.13367, 2.38074, 2.92095], [-5.07900, 4.03132, 0.71066]]}



(2)
{"formula": "C8H13NS", "method": "the ωB97M-V functional and the def2-TZVPD basis", "de_lowest_kcal_mol": 107.4, "mol_weight_g_mol": 155.27, "charge": 0, "lumo_energy_ev": [0.19, 0.16], "species": ["C", "C", "C", "C", "C", "C", "C", "C", "N", "S", "H", "H", "H", "H", "H", "H", "H", "H", "H", "H", "H", "H", "H"], "coordinates": [[-1.91284, -0.59207, 1.50049], [-0.73606, -0.24691, 1.56540], [-1.09044, -0.73686, -1.92221], [-1.00648, 0.74261, -1.26193], [0.12314, -1.14127, -2.51461], [0.68904, 1.65127, 2.17269], [1.75424, -0.53766, 1.22769], [0.49656, 0.31948, 1.42866], [0.36868, 0.91702, -0.84848], [1.37920, 0.03768, -1.72693], [-2.85711, -1.08114, 1.68181], [-1.08376, -1.33506, -1.03429], [-1.93684, -0.83860, -2.61425], [-1.38700, 1.30685, -2.03803], [-1.61093, 0.81036, -0.36053], [0.61843, -2.04867, -2.29237], [0.13604, -0.89721, -3.57840], [0.49276, 1.58478, 3.27811], [1.59851, 2.11920, 1.86317], [-0.07377, 2.24467, 1.78625], [2.45710, -0.02080, 0.56359], [2.14780, -0.64056, 2.16825], [1.43371, -1.61711, 0.95590]]}



(3)
{"formula": "C34H26I2N4O2P2ScSe2", "method": "the ωB97M-V functional and the def2-TZVPD basis", "de_lowest_kcal_mol": 0.0, "mol_weight_g_mol": 1041.24, "charge": 1, "lumo_energy_ev": [-4.60, -5.63], "species": ["Sc", "Se", "P", "C", "C", "C", "C", "C", "C", "C", "C", "C", "C", "C", "C", "C", "C", "N", "N", "N", "P", "Se", "C", "C", "C", "C", "C", "C", "C", "C", "C", "C", "C", "C", "H", "H", "H", "H", "H", "H", "H", "H", "H", "H", "H", "H", "H", "H", "H", "H", "H", "H", "H", "H", "I", "C", "I", "H", "H", "O", "O", "N", "C", "C", "C", "C", "C", "C", "C", "H", "H", "H", "H"], "coordinates": [[-3.00611, 0.11057, -2.44573], [-2.27634, 0.81254, 4.41171], [-0.61942, 0.42271, 3.12760], [-0.05598, -1.29381, 3.14307], [0.85681, -1.66403, 4.11002], [1.44329, -2.95629, 4.01585], [0.86533, -3.91406, 3.21044], [-0.12581, -3.54057, 2.26292], [-0.60203, -2.25097, 2.20290], [0.71853, 1.60063, 3.62051], [2.03406, 1.16996, 3.54796], [3.05154, 2.17944, 3.72926], [2.69280, 3.44987, 4.02722], [1.36705, 3.87015, 4.01950], [0.37825, 2.93953, 3.83000], [-1.36632, 0.78092, 1.58037], [-1.07529, 0.48818, 0.22716], [-2.31473, 0.68833, -0.42532], [-3.22213, 1.18730, 0.50704], [-2.71758, 1.16080, 1.65722], [0.37776, 0.59777, -0.72892], [-0.06403, -0.27570, -2.62265], [0.79208, 2.32280, -1.00239], [2.08397, 2.67692, -1.52911], [2.53347, 3.99765, -1.37246], [1.68139, 4.94036, -0.71982], [0.34203, 4.63224, -0.46773], [-0.12632, 3.34076, -0.56435], [1.90674, -0.30089, -0.17249], [1.74534, -1.69073, -0.21713], [2.79236, -2.58398, -0.01656], [4.04656, -2.02528, 0.30926], [4.22662, -0.66940, 0.45855], [3.13085, 0.19633, 0.31551], [1.20519, -1.00216, 4.92398], [2.25397, -3.29284, 4.66075], [1.26317, -4.92753, 3.19210], [-0.60023, -4.31890, 1.63124], [-1.44177, -2.04941, 1.59083], [2.30284, 0.22260, 3.12103], [4.05453, 1.80795, 3.60162], [3.41710, 4.19786, 4.32857], [1.07576, 4.96432, 4.07869], [-0.67663, 3.19341, 3.78621], [2.77667, 1.86742, -1.86992], [3.49468, 4.36262, -1.77179], [2.02828, 5.96286, -0.43718], [-0.37650, 5.45216, -0.16293], [-1.14807, 3.13570, -0.29166], [0.77164, -2.10498, -0.48280], [2.67867, -3.66563, 0.03618], [4.89820, -2.68373, 0.34619], [5.22116, -0.25080, 0.72350], [3.23743, 1.22833, 0.58815], [-1.78602, 0.96650, -6.40994], [-2.45343, 2.92389, -5.72419], [-2.10474, 3.29252, -3.52645], [-3.54265, 3.03537, -5.91491], [-1.85182, 3.62037, -6.30188], [-4.88878, 0.48051, -1.95031], [-4.58553, 0.98099, -3.32512], [-3.55246, -7.33831, -4.28485], [-3.33633, -6.23625, -3.93813], [-3.16237, -4.81173, -3.53666], [-3.39235, -3.81212, -4.53611], [-3.27520, -2.47615, -4.14845], [-2.92551, -2.06907, -2.90027], [-2.65963, -3.01749, -1.91956], [-2.67458, -4.34372, -2.25718], [-3.68522, -4.13157, -5.52214], [-3.46677, -1.74050, -4.93951], [-2.18258, -2.70292, -0.97868], [-2.40489, -5.11956, -1.50787]]}